# 1
Here is a gas-phase ion, C3H7N2O (charge +1) at a distorted geometry from the OMol25 dataset. Energies are from ωB97M-V/def2-TZVPD.

Values from the calculation:
LUMO level (eV): -4.20
Structure (SMILES): N/C=C\[NH+]=C\O
Frontier orbital gap (eV): 10.08
Relative energy (zero: lowest compared OMol25 entry of this formula, charge and spin) (eV): 2.4839

Structure (ORCA input):
```
! RIJCOSX wB97M-V def2-TZVPD def2/J DEFGRID3
* xyz 1 1
N -1.413 -0.291 0.465
C -1.165 1.030 0.142
C 0.064 1.331 -0.319
N 1.006 0.296 -0.394
C 0.954 -0.870 0.239
O 1.599 -1.933 -0.120
H -1.455 -0.586 1.446
H -2.189 -0.808 0.107
H -2.013 1.627 0.155
H 0.561 2.224 -0.655
H 1.563 0.521 -1.222
H 0.546 -0.783 1.168
H 1.942 -1.759 -1.012
*
```

***

# 2
Here is 2 unconnected molecules or ions with the total composition C3H7N2O at a distorted geometry from the OMol25 dataset. Energies are from ωB97M-V/def2-TZVPD.

Values from the calculation:
LUMO level (eV): -3.22
Frontier orbital gap (eV): 10.92
Relative energy (zero: lowest compared OMol25 entry of this formula, charge and spin) (eV): 1.1297

Structure (ORCA input):
```
! RIJCOSX wB97M-V def2-TZVPD def2/J DEFGRID3
* xyz 1 1
C -0.320 -1.482 0.479
C 1.023 -0.990 0.521
N 1.128 -0.113 -0.506
C 0.020 0.001 -1.230
N -0.820 -0.872 -0.598
H -0.928 -2.197 1.037
H 1.897 -1.040 1.213
H 2.058 0.268 -0.634
H -0.264 0.683 -2.081
H -1.938 -0.767 -0.602
H -0.578 2.913 0.379
H -0.779 1.708 1.455
O -0.499 1.886 0.564
*
```

***

# 3
Here is a gas-phase ion, C3H7N2O (charge +1) at a distorted geometry from the OMol25 dataset. Energies are from ωB97M-V/def2-TZVPD.

Values from the calculation:
LUMO level (eV): -7.37
Structure (SMILES): CCC(=[NH2+])N=O
Frontier orbital gap (eV): 7.88
Relative energy (zero: lowest compared OMol25 entry of this formula, charge and spin) (eV): 5.8126

Structure (ORCA input):
```
! RIJCOSX wB97M-V def2-TZVPD def2/J DEFGRID3
* xyz 1 1
C -1.404 0.919 0.401
C -0.307 0.591 -0.585
C 0.715 -0.370 0.028
N 0.549 -1.777 0.190
N 1.859 0.096 0.058
O 2.776 0.808 0.187
H -1.056 1.690 1.112
H -1.474 -0.033 0.898
H -2.244 1.088 -0.106
H -0.717 0.000 -1.568
H 0.315 1.403 -0.831
H -0.323 -2.101 0.432
H 1.310 -2.316 -0.217
*
```

***

# 4
Here is a gas-phase ion, C3H7N2O (charge +1) at a distorted geometry from the OMol25 dataset. Energies are from ωB97M-V/def2-TZVPD.

Values from the calculation:
LUMO level (spin up / spin down) (eV): -5.89 / -5.89
Frontier orbital gap (spin up / spin down) (eV): 9.12 / 9.12
Relative energy (zero: lowest compared OMol25 entry of this formula, charge and spin) (eV): 5.2631

Structure (ORCA input):
```
! RIJCOSX wB97M-V def2-TZVPD def2/J DEFGRID3
* xyz 1 1
C -0.051 -0.492 -0.164
C 1.074 2.159 0.647
C -0.891 -1.717 -0.437
N -0.593 0.554 0.598
N 1.110 -0.278 -0.660
O -0.085 1.663 0.894
H 1.300 3.104 1.080
H 1.802 1.592 -0.088
H -1.953 -1.462 -0.321
H -0.748 -2.563 0.325
H -0.706 -2.181 -1.404
H -1.578 0.635 0.737
H 1.319 -1.015 -1.207
*
```

***

Number 1: calculated total energy -8243.6551 eV. Number 2: calculated total energy -8245.0093 eV. Number 3: calculated total energy -8240.3264 eV. Number 4: calculated total energy -8240.8758 eV.